This record from the OMol25 dataset describes C11H30N4O4P2S in the gas phase. The level of theory is ωB97M-V/def2-TZVPD.

The relative energy (zero: lowest compared OMol25 entry of this formula, charge and spin) comes out at 0.0 kcal per mole. The SMILES is CCOP(=O)(CC[C@@H](CN[PH2]=S)OCCC(N)(N)N)OCC. Its max |F| is 0.5 eV/A. For the energy, the calculation gives -55459.8749 eV. Its LUMO energy is 0.6 eV. The orbital gap is 9.73 eV.

Positions of all 52 atoms, in Å:
C 3.62886 0.47262 1.56091
C 3.79928 -0.22373 0.22358
O 2.52805 -0.58290 -0.37075
P 1.75786 -1.86798 0.16143
O 2.12544 -2.30901 1.51588
C 0.03469 -1.42880 -0.05317
C -0.49256 -0.53543 1.07582
C -1.56276 0.43987 0.60962
C -2.98593 -0.18174 0.50283
N -3.00429 -1.64772 0.41259
P -3.46194 -2.36408 -1.03276
S -3.88461 -4.24007 -0.93094
O -1.57800 1.51286 1.54317
C -2.28704 2.66858 1.11122
C -1.38321 3.85821 0.84720
C -0.33645 3.72227 -0.26933
N 0.15687 5.07570 -0.54704
N -0.95433 3.16164 -1.47604
N 0.77377 2.84223 0.10320
O 2.08164 -2.91194 -0.99984
C 1.61416 -4.27038 -0.88578
C 2.16753 -5.06866 -2.04852
H 4.44865 1.17050 1.73392
H 2.69897 1.04405 1.55676
H 3.57751 -0.24455 2.37738
H 4.27025 0.42394 -0.51319
H 4.39969 -1.12918 0.32451
H -0.06403 -0.94131 -1.02839
H -0.53721 -2.35717 -0.10022
H 0.31051 0.05607 1.52141
H -0.88387 -1.17170 1.86962
H -1.29452 0.84182 -0.37443
H -3.54183 0.12707 1.38891
H -3.50857 0.24351 -0.36150
H -3.52233 -2.10296 1.15569
H -2.40067 -2.02728 -1.88998
H -4.47743 -1.53351 -1.55141
H -2.98230 2.94008 1.91069
H -2.87443 2.45541 0.21500
H -2.04058 4.69487 0.58436
H -0.86397 4.14075 1.76925
H 1.14379 5.01420 -0.77281
H 0.08009 5.66870 0.27143
H -1.34377 3.93492 -2.00471
H -0.22784 2.76932 -2.06798
H 0.69985 1.93127 -0.33234
H 0.78377 2.68299 1.10311
H 0.52042 -4.26881 -0.89752
H 1.94183 -4.67397 0.07403
H 3.15825 -4.69575 -2.30763
H 2.26068 -6.11994 -1.77685
H 1.53206 -4.99491 -2.93040


This record from the OMol25 dataset describes a 9-piece molecular cluster, C11H30N8O19 overall in a non-equilibrium geometry. The level of theory is ωB97M-V/def2-TZVPD.

The relative energy (zero: lowest compared OMol25 entry of this formula, charge and spin) comes out at 48.4 kcal per mole. The SMILES is C[N+](=O)[O-].C[N+](=O)[O-].C[N+](=O)[O-].C[N+](=O)[O-].C[N+](=O)[O-].C[N+](=O)[O-].C[N+](=O)[O-].C[N+](=O)[O-].COC(=O)OC. Its max |F| is 4.4 eV/A. For the energy, the calculation gives -62691.5113 eV. Its LUMO energy is -0.1 eV. The orbital gap is 10.55 eV.

Positions of all 68 atoms, in Å:
C 23.71691 -16.93245 -24.64766
N 23.48882 -18.13347 -25.39018
O 22.60165 -18.93331 -24.96006
O 24.21834 -18.38665 -26.31308
H 22.84938 -16.27266 -24.66094
H 24.51909 -16.35308 -25.10476
H 23.85394 -17.31884 -23.63770
C 29.35566 -17.30943 -26.21361
N 30.83615 -17.60028 -26.09406
O 31.43813 -18.17239 -27.02757
O 31.16973 -17.58204 -24.91625
H 29.10481 -17.12674 -27.25851
H 29.18924 -16.46475 -25.54509
H 28.88407 -18.23461 -25.88234
C 29.83786 -16.18251 -20.15705
N 29.23231 -17.50442 -20.35285
O 29.62054 -18.43114 -19.62316
O 28.41712 -17.58475 -21.27607
H 29.77969 -15.62673 -21.09290
H 30.88959 -16.41038 -19.98371
H 29.30992 -15.64464 -19.36960
C 23.42079 -19.38060 -16.42723
N 23.58996 -18.69160 -17.74276
O 24.00296 -17.55309 -17.65629
O 23.31435 -19.28247 -18.79879
H 22.60387 -20.10185 -16.45049
H 23.52674 -18.69278 -15.58831
H 24.28237 -20.03456 -16.29264
C 17.68317 -19.93348 -26.83065
N 17.68665 -20.06753 -25.34450
O 17.39135 -19.09973 -24.63994
O 17.93546 -21.16928 -24.77216
H 16.81789 -20.52349 -27.13279
H 18.64854 -20.29957 -27.18011
H 17.44288 -18.88213 -26.98886
C 20.13067 -9.31203 -23.63549
N 21.27876 -10.12365 -24.17226
O 21.92984 -9.70614 -25.08982
O 21.47687 -11.20682 -23.55128
H 20.48400 -8.30220 -23.84406
H 19.97759 -9.40568 -22.56036
H 19.19657 -9.54509 -24.14662
C 28.53252 -10.17730 -26.61374
N 28.15119 -11.62676 -26.44087
O 27.45423 -11.84769 -25.45875
O 28.61192 -12.46397 -27.21059
H 27.73057 -9.51147 -26.29491
H 28.88568 -10.07613 -27.63997
H 29.48199 -10.00328 -26.10744
C 25.83389 -23.67035 -26.67710
N 27.29171 -23.46163 -26.87344
O 27.94304 -22.96270 -25.96379
O 27.73159 -23.91158 -27.93107
H 25.30951 -22.83700 -26.20950
H 25.76882 -24.62390 -26.15307
H 25.37282 -23.80628 -27.65538
C 21.50857 -19.51064 -31.09275
O 21.76759 -18.29586 -30.49228
C 20.78472 -17.40476 -30.22168
O 19.62551 -17.47805 -30.58826
O 21.26421 -16.34895 -29.65455
C 20.43322 -15.44829 -28.88300
H 21.06552 -19.44695 -32.08661
H 20.91987 -20.15550 -30.44032
H 22.43648 -20.05097 -31.28021
H 19.56383 -15.16924 -29.47830
H 20.85700 -14.55320 -28.42767
H 20.08099 -16.08668 -28.07275


This record from the OMol25 dataset describes C11H30NO2PPtSSi2 as an isolated structure in a non-equilibrium geometry. The level of theory is ωB97M-V/def2-TZVPD.

As for the total charge: +2. Its max |F| is 4.0 eV/A. For the energy, the calculation gives -56584.7585 eV. Its LUMO energy is -11.8 eV. The orbital gap is 2.73 eV.

Positions of all 49 atoms, in Å:
C -4.41695 -1.39504 1.09792
C -3.72496 -0.20640 1.84553
C -2.25263 -0.47192 2.26035
C -1.37497 -1.04776 1.08958
Si 0.25461 -0.13433 0.82785
C 0.04963 1.74151 0.58218
C -1.37576 2.17485 0.10062
C -1.38001 3.73693 -0.03503
O -1.64977 4.33380 1.23670
O 1.34167 -0.39947 2.11943
Si 2.96436 0.05303 1.83862
N 3.25310 1.80588 1.69623
S 4.17855 -0.63525 3.49513
P 1.23178 -1.11874 -0.98196
C 0.01309 -2.20120 -1.83793
C 0.77120 -2.93706 -3.03512
C 1.95558 0.12517 -2.14680
C 3.41279 -0.39793 -2.54467
H -4.96187 -0.97093 0.23314
H -3.72560 -2.14712 0.68357
H -5.18046 -1.89668 1.71226
H -3.79540 0.67965 1.18729
H -4.33573 0.00907 2.73963
H -2.28267 -1.24361 3.05332
H -1.81828 0.42910 2.73524
H -1.96733 -0.97231 0.15068
H -1.17115 -2.12447 1.23361
H 0.20443 2.20857 1.57723
H 0.80421 2.19173 -0.08501
H -1.67951 1.69476 -0.84204
H -2.06524 1.94918 0.93249
H -2.13993 4.09414 -0.74729
H -0.35256 4.03276 -0.31296
H -0.99085 5.01289 1.35180
H 3.54468 -0.55380 0.62511
H 2.55296 2.31442 2.22872
H 3.12009 2.01926 0.70949
H 5.42610 -0.11863 3.22602
H -0.30357 -2.96173 -1.09944
H -0.88953 -1.67290 -2.19152
H 0.26195 -3.94031 -3.19636
H 0.62289 -2.29749 -3.92149
H 1.85217 -3.03182 -2.82654
H 2.08434 1.10512 -1.66827
H 1.32953 0.15256 -3.05455
H 3.66902 -1.34066 -2.02327
H 3.48710 -0.60322 -3.62460
H 4.18893 0.33785 -2.28268
Pt 1.25999 -5.38145 -4.11222


This record from the OMol25 dataset describes C11H31CaN6O2 as an isolated structure in a non-equilibrium geometry. The level of theory is ωB97M-V/def2-TZVPD.

The relative energy (zero: lowest compared OMol25 entry of this formula, charge and spin) comes out at 10.4 kcal per mole. As for the total charge: +1. Its max |F| is 2.3 eV/A. For the energy, the calculation gives -43381.7635 eV. Its LUMO energy is -2.5 eV. The orbital gap is 9.21 eV.

Positions of all 51 atoms, in Å:
Ca -0.31309 -0.18005 0.18493
N -0.64009 -2.71765 -0.14440
C -0.68879 -3.49321 1.12475
C -0.27162 -2.57039 2.27047
C 1.26859 -2.22075 2.30883
C 1.64240 -0.99305 3.17945
N 1.10637 0.29488 2.63460
H -1.56422 -2.49380 -0.34746
H -0.34117 -3.27474 -0.92664
H -0.05569 -4.37703 1.04822
H -1.69074 -3.85204 1.29337
H -0.52086 -3.01992 3.23433
H -0.83975 -1.61398 2.22608
H 1.57313 -2.01077 1.23346
H 1.84265 -3.12389 2.57075
H 2.71107 -0.86851 3.27999
H 1.23773 -1.18886 4.19456
H 1.87159 0.92835 2.59119
H 0.48319 0.73188 3.32457
C 1.19883 2.93578 0.32293
N 1.32171 1.70780 -0.44201
C 2.61571 1.09535 -0.17233
C 1.24539 1.99420 -1.93073
C 0.98395 0.75945 -2.73519
N -0.33553 0.19661 -2.30796
C -1.38011 1.19301 -2.57800
C -0.63715 -0.99486 -3.17605
H 1.96391 3.69025 0.07525
H 1.31373 2.67717 1.37637
H 0.27457 3.42750 0.14023
H 3.46636 1.73534 -0.45429
H 2.77293 0.16294 -0.69855
H 2.77673 0.87391 0.87420
H 2.15715 2.48810 -2.27083
H 0.49493 2.75059 -2.09874
H 1.73101 -0.02352 -2.61295
H 0.97739 0.96794 -3.78399
H -1.29290 1.59024 -3.58972
H -1.27470 2.01009 -1.87280
H -2.31319 0.73391 -2.42081
H -0.81875 -0.68219 -4.18269
H -1.56684 -1.49633 -2.83247
H 0.19817 -1.67372 -3.17222
N -1.91595 1.54049 1.18662
N -3.18084 0.91127 1.11121
C -3.32651 0.15309 -0.11643
O -4.35220 0.24053 -0.78740
O -2.33389 -0.60259 -0.30083
H -1.68159 1.71612 2.16358
H -1.95982 2.42253 0.66092
H -3.93320 1.54255 1.34464


This record from the OMol25 dataset describes a 5-piece molecular cluster, C11H31ClN8O7S2Si overall in a non-equilibrium geometry. The level of theory is ωB97M-V/def2-TZVPD.

The SMILES is C[Si](C)(C)[C@@H]1COS(=O)(=O)[C@H](S)[C@H]1Cl.NC(N)=O.NC(N)=O.NC(N)=O.NC(N)=O. Its max |F| is 1.6 eV/A. For the energy, the calculation gives -80238.3692 eV. Its LUMO energy is 0.3 eV. The orbital gap is 9.07 eV.

Positions of all 61 atoms, in Å:
C 4.16275 -0.07800 0.46307
Si 3.02313 0.70350 -0.81974
C 3.60348 2.47958 -1.00508
C 3.24720 -0.20560 -2.43793
C 1.22220 0.63485 -0.14897
C 0.84730 -0.79135 0.13152
O -0.34922 -0.97388 0.96208
S -1.31871 0.25361 1.00373
O -0.84168 1.19444 1.95821
O -2.64166 -0.16703 1.23260
C -1.26335 0.97617 -0.64381
S -2.12099 -0.18765 -1.74372
C 0.20717 1.28077 -1.08587
Cl 0.36770 3.05833 -1.07717
H 3.94803 -1.11699 0.67041
H 5.17641 0.04035 0.09817
H 4.10652 0.51541 1.36909
H 3.15311 2.98518 -1.84707
H 4.68297 2.49993 -1.09205
H 3.34232 3.02376 -0.10452
H 4.31994 -0.27989 -2.60675
H 2.85669 -1.21284 -2.44525
H 2.85429 0.33445 -3.28957
H 1.25593 1.24580 0.74717
H 0.72891 -1.36955 -0.77804
H 1.64924 -1.24250 0.69865
H -1.83448 1.88755 -0.56199
H -2.74258 0.65068 -2.57781
H 0.31060 0.88801 -2.08787
N 0.82995 -3.67164 -4.29136
C 0.02180 -2.87122 -3.52634
N -1.16991 -3.42001 -3.15993
O 0.35323 -1.74266 -3.19816
H 0.58592 -4.60510 -4.57358
H 1.71719 -3.29435 -4.57068
H -1.78136 -2.85658 -2.59672
H -1.45833 -4.34458 -3.41974
N 0.63029 -3.46709 -7.55672
C 0.37499 -4.61863 -8.24746
N 0.58751 -4.56278 -9.59728
O -0.01569 -5.62901 -7.68777
H 0.95433 -2.61755 -7.97803
H 0.47555 -3.49906 -6.56527
H 0.40723 -5.39654 -10.12416
H 0.90805 -3.74302 -10.07564
N -1.82867 0.86367 7.16083
C -1.27653 0.35373 6.01884
N -1.51650 1.08175 4.89010
O -0.61720 -0.67669 6.00951
H -2.37206 1.71232 7.18260
H -1.67444 0.35238 8.00825
H -1.13167 0.74663 4.02468
H -2.05667 1.92589 4.88583
N -3.62646 4.37377 9.29225
C -4.01099 4.18263 7.99587
N -4.68076 5.22279 7.41903
O -3.77398 3.14949 7.39059
H -3.81074 5.21269 9.80793
H -3.13300 3.62460 9.74030
H -4.97516 5.10683 6.46743
H -4.88912 6.08027 7.89329


This record from the OMol25 dataset describes C11H33CsO6 as an isolated structure in a non-equilibrium geometry. The level of theory is ωB97M-V/def2-TZVPD.

Its max |F| is 3.8 eV/A. For the energy, the calculation gives -24772.1528 eV. Its LUMO energy is -0.4 eV. The orbital gap is 7.68 eV.

Positions of all 51 atoms, in Å:
Cs 12.58877 10.49756 5.04805
C 14.09211 7.52497 7.86642
O 13.76619 8.48420 6.90018
H 15.15000 7.26237 7.86633
H 13.85992 7.86833 8.87454
H 13.59117 6.57117 7.70083
C 8.13106 6.77704 7.72758
C 9.60167 7.11640 7.95776
O 10.44027 6.71286 6.92122
H 7.49661 7.40761 8.35044
H 7.89241 5.73638 7.94707
H 7.75030 6.87930 6.71138
H 10.11809 6.88517 8.88939
H 9.65654 8.20145 8.04577
H 11.29493 7.10078 7.12290
C 13.50064 5.04880 3.15221
C 13.28361 5.61003 4.55889
O 13.51652 6.97603 4.52914
H 12.73518 5.12313 2.37977
H 13.53221 3.98515 3.38831
H 14.47385 5.36477 2.77654
H 13.73892 5.08021 5.39560
H 12.27677 5.47551 4.95422
H 13.69777 7.33345 5.40149
C 11.80483 6.60271 10.95606
C 10.68590 6.00821 11.78171
O 9.82841 5.30511 11.02554
H 12.58156 6.76033 11.70435
H 11.67950 7.61860 10.58141
H 12.08797 6.05280 10.05854
H 10.16192 6.73658 12.40060
H 11.15734 5.28023 12.44193
H 10.25671 4.45961 10.87292
C 15.91065 11.41618 10.19690
C 14.70075 10.90773 9.60435
O 14.55476 11.02932 8.20776
H 16.90100 11.29179 9.75890
H 16.02127 11.06656 11.22336
H 15.82526 12.49118 10.35561
H 13.86904 11.36307 10.14196
H 14.72728 9.84247 9.83375
H 14.29238 10.18197 7.84064
C 18.04527 9.08137 4.44746
C 17.15099 9.91529 5.33189
O 15.83537 9.64476 5.08097
H 17.77867 9.25326 3.40464
H 17.84231 8.02140 4.60037
H 19.11624 9.18474 4.62194
H 17.41980 10.97147 5.31397
H 17.40659 9.57180 6.33428
H 15.35372 9.36625 5.86330